{
  "formula": "C52H122Cl16O18",
  "method": "ωB97M-V/def2-TZVPD",
  "gap_ev": 9.535,
  "e_lumo_ev": 0.41,
  "homo_energy_ev": -9.1,
  "symbols": ["Cl", "C", "C", "Cl", "H", "H", "H", "H", "Cl", "C", "C", "Cl", "H", "H", "H", "H", "Cl", "C", "C", "Cl", "H", "H", "H", "H", "Cl", "C", "C", "Cl", "H", "H", "H", "H", "Cl", "C", "C", "Cl", "H", "H", "H", "H", "Cl", "C", "C", "Cl", "H", "H", "H", "H", "Cl", "C", "C", "Cl", "H", "H", "H", "H", "Cl", "C", "C", "Cl", "H", "H", "H", "H", "C", "O", "C", "C", "O", "C", "H", "H", "H", "H", "H", "H", "H", "H", "H", "H", "C", "O", "C", "C", "O", "C", "H", "H", "H", "H", "H", "H", "H", "H", "H", "H", "C", "O", "C", "C", "O", "C", "H", "H", "H", "H", "H", "H", "H", "H", "H", "H", "C", "O", "C", "C", "O", "C", "H", "H", "H", "H", "H", "H", "H", "H", "H", "H", "C", "O", "C", "C", "O", "C", "H", "H", "H", "H", "H", "H", "H", "H", "H", "H", "C", "O", "C", "C", "O", "C", "H", "H", "H", "H", "H", "H", "H", "H", "H", "H", "C", "O", "C", "C", "O", "C", "H", "H", "H", "H", "H", "H", "H", "H", "H", "H", "C", "O", "C", "C", "O", "C", "H", "H", "H", "H", "H", "H", "H", "H", "H", "H", "C", "O", "C", "C", "O", "C", "H", "H", "H", "H", "H", "H", "H", "H", "H", "H"],
  "xyz": [[5.027, 1.813, -4.844], [3.251, 2.041, -4.928], [2.869, 3.489, -4.845], [3.056, 4.345, -6.430], [2.751, 1.429, -4.151], [2.982, 1.663, -5.917], [3.425, 3.991, -4.027], [1.819, 3.600, -4.590], [2.090, -1.617, -3.314], [2.597, -3.155, -4.093], [2.564, -4.166, -3.012], [3.397, -5.680, -3.399], [3.643, -3.105, -4.421], [1.822, -3.290, -4.817], [1.494, -4.340, -2.760], [3.082, -3.823, -2.145], [4.366, 0.103, 1.948], [5.705, 1.215, 2.158], [7.002, 0.485, 2.563], [8.294, 1.657, 2.862], [5.496, 1.949, 2.948], [5.944, 1.749, 1.215], [7.315, -0.095, 1.709], [6.891, -0.241, 3.374], [-1.768, 0.414, 0.138], [0.007, 0.229, 0.264], [0.345, -1.137, 0.865], [2.035, -1.578, 0.626], [0.481, 1.007, 0.877], [0.418, 0.293, -0.763], [-0.236, -1.923, 0.381], [0.058, -1.135, 1.922], [-0.761, 2.311, 2.888], [-2.489, 2.814, 2.887], [-3.305, 2.158, 3.986], [-3.672, 0.484, 3.488], [-2.849, 2.627, 1.861], [-2.523, 3.875, 3.062], [-4.292, 2.627, 4.085], [-2.768, 2.177, 4.923], [3.153, -2.649, 4.603], [1.507, -2.057, 4.122], [0.843, -1.378, 5.380], [-0.859, -0.828, 5.050], [0.987, -2.906, 3.638], [1.651, -1.269, 3.397], [1.311, -0.449, 5.647], [0.729, -2.150, 6.169], [-2.826, -6.493, 0.228], [-1.239, -7.000, 0.870], [-0.474, -5.894, 1.546], [0.255, -4.690, 0.369], [-0.754, -7.432, 0.026], [-1.347, -7.764, 1.630], [0.324, -6.357, 2.122], [-1.125, -5.354, 2.199], [-1.456, -5.272, -3.269], [-0.768, -6.375, -4.399], [0.178, -7.311, -3.717], [-0.615, -8.527, -2.748], [-0.148, -5.810, -5.111], [-1.554, -6.871, -4.947], [0.771, -6.696, -3.070], [0.832, -7.789, -4.431], [-2.676, 7.065, -3.444], [-4.045, 7.039, -3.479], [-4.624, 6.562, -2.310], [-4.569, 5.113, -1.955], [-3.395, 4.805, -1.295], [-3.386, 3.402, -0.968], [-2.380, 7.417, -4.442], [-2.215, 6.092, -3.311], [-2.281, 7.769, -2.689], [-5.706, 6.719, -2.475], [-4.293, 7.195, -1.422], [-4.719, 4.470, -2.820], [-5.424, 4.903, -1.245], [-2.567, 3.237, -0.282], [-3.344, 2.737, -1.845], [-4.383, 3.129, -0.508], [-6.165, -1.581, 0.893], [-5.185, -2.538, 1.100], [-5.425, -3.266, 2.292], [-4.363, -4.252, 2.629], [-3.192, -3.738, 3.174], [-2.402, -2.973, 2.278], [-7.143, -2.040, 0.929], [-5.987, -1.035, -0.057], [-6.052, -0.848, 1.721], [-6.339, -3.872, 2.215], [-5.556, -2.541, 3.147], [-4.135, -4.830, 1.709], [-4.757, -4.760, 3.513], [-1.434, -2.879, 2.856], [-2.674, -1.946, 2.081], [-2.340, -3.369, 1.282], [1.540, 3.800, 6.239], [2.710, 3.030, 6.078], [2.699, 2.235, 4.900], [2.669, 3.047, 3.630], [3.988, 3.606, 3.486], [3.861, 4.740, 2.552], [1.585, 4.303, 7.198], [0.707, 3.090, 6.201], [1.418, 4.470, 5.362], [1.789, 1.571, 4.915], [3.545, 1.582, 5.020], [1.991, 3.906, 3.712], [2.360, 2.444, 2.790], [3.718, 4.319, 1.584], [4.826, 5.318, 2.664], [3.055, 5.358, 2.832], [-4.974, 2.131, -4.848], [-4.566, 1.304, -3.808], [-4.947, -0.089, -4.025], [-4.475, -0.892, -2.833], [-3.125, -1.193, -3.077], [-2.565, -2.149, -2.214], [-4.778, 3.125, -4.497], [-6.050, 2.109, -5.001], [-4.377, 1.872, -5.748], [-4.433, -0.460, -4.934], [-6.007, -0.128, -4.179], [-5.067, -1.812, -2.792], [-4.594, -0.258, -1.961], [-3.193, -3.073, -2.245], [-2.474, -1.781, -1.187], [-1.550, -2.421, -2.575], [5.328, -1.356, -2.435], [5.087, -2.699, -2.209], [6.199, -3.448, -1.624], [6.326, -3.316, -0.077], [5.546, -4.217, 0.650], [4.228, -3.776, 0.912], [4.359, -0.895, -2.673], [6.083, -1.206, -3.177], [5.734, -0.845, -1.522], [7.167, -3.102, -2.070], [5.997, -4.478, -1.885], [6.111, -2.238, 0.183], [7.349, -3.638, 0.147], [3.681, -4.509, 1.477], [3.639, -3.541, 0.024], [4.312, -2.870, 1.493], [-4.335, 5.785, 2.472], [-3.204, 6.038, 3.280], [-2.298, 7.083, 2.868], [-1.715, 6.870, 1.480], [-1.037, 5.590, 1.494], [-0.348, 5.493, 0.276], [-5.110, 5.606, 3.215], [-4.160, 4.917, 1.816], [-4.482, 6.628, 1.820], [-1.479, 6.901, 3.559], [-2.832, 8.048, 2.927], [-1.143, 7.751, 1.111], [-2.514, 6.770, 0.776], [0.349, 4.603, 0.322], [0.257, 6.362, 0.110], [-1.062, 5.359, -0.570], [5.912, 5.278, -2.848], [4.799, 5.087, -1.958], [4.789, 3.834, -1.301], [3.227, 3.627, -1.038], [3.045, 2.451, -0.359], [3.108, 1.288, -1.204], [6.037, 4.397, -3.538], [6.871, 5.265, -2.341], [5.817, 6.127, -3.497], [5.361, 3.940, -0.361], [5.204, 3.026, -1.922], [2.691, 3.652, -2.004], [2.829, 4.414, -0.364], [2.258, 1.227, -1.896], [3.060, 0.387, -0.600], [4.002, 1.368, -1.792], [-1.290, 3.305, -6.345], [-0.522, 2.597, -5.397], [-1.343, 1.755, -4.622], [-0.459, 0.790, -3.863], [0.593, 1.434, -3.173], [0.061, 2.528, -2.288], [-0.557, 3.889, -6.888], [-2.015, 3.981, -5.921], [-1.799, 2.615, -7.005], [-1.998, 1.199, -5.312], [-2.011, 2.358, -3.988], [0.037, 0.139, -4.527], [-1.203, 0.247, -3.250], [-0.828, 2.189, -1.859], [-0.097, 3.463, -2.849], [0.815, 2.754, -1.517], [-2.027, -11.182, 4.379], [-1.808, -9.911, 4.998], [-2.393, -8.861, 4.258], [-1.897, -7.528, 4.797], [-0.591, -7.221, 4.391], [-0.159, -6.012, 4.884], [-1.458, -11.945, 4.905], [-1.668, -11.062, 3.337], [-3.079, -11.474, 4.427], [-3.534, -8.869, 4.264], [-2.124, -8.963, 3.214], [-1.884, -7.650, 5.895], [-2.592, -6.693, 4.548], [0.872, -5.821, 4.554], [-0.288, -6.036, 5.973], [-0.867, -5.280, 4.446]]
}

=====

{
  "formula": "C5H9N",
  "method": "ωB97M-V/def2-TZVPD",
  "gap_ev": [8.464, 8.696],
  "e_lumo_ev": [-0.29, -0.33],
  "homo_energy_ev": [-8.8, -9.0],
  "e_above_lowest_kj_mol": 418.8,
  "symbols": ["C", "C", "C", "C", "C", "N", "H", "H", "H", "H", "H", "H", "H", "H", "H"],
  "xyz": [[-2.208, 0.154, 0.217], [-0.983, -0.675, -0.154], [0.293, -0.317, 0.613], [2.647, 0.100, -0.645], [1.118, 0.799, 0.059], [1.328, 1.955, -0.180], [-2.423, 0.071, 1.289], [-2.062, 1.213, -0.020], [-3.090, -0.198, -0.329], [-1.174, -1.733, 0.061], [-0.785, -0.608, -1.231], [0.100, -0.208, 1.686], [1.030, -1.100, 0.475], [2.799, 0.213, -1.729], [3.586, 0.393, -0.152]]
}

=====

{
  "formula": "C4H9N2O2",
  "method": "ωB97M-V/def2-TZVPD",
  "multiplicity": 2,
  "gap_ev": [10.844, 6.430],
  "e_lumo_ev": [0.80, -3.49],
  "s2": 0.76,
  "homo_energy_ev": [-10.0, -9.9],
  "e_above_lowest_kj_mol": 194.2,
  "symbols": ["O", "C", "O", "C", "C", "C", "N", "N", "H", "H", "H", "H", "H", "H", "H", "H", "H"],
  "xyz": [[-0.856, -1.061, -2.634], [-0.613, 0.069, -2.085], [-0.788, 1.260, -2.383], [0.285, -0.035, -0.819], [-0.600, 0.469, 0.456], [-0.052, -0.120, 1.705], [-0.050, -1.699, 1.620], [1.384, 0.887, -1.079], [0.734, -1.145, -0.588], [-1.676, 0.270, 0.376], [-0.728, 1.605, 0.432], [0.972, 0.506, 1.906], [-0.610, -0.019, 2.639], [0.623, -1.861, 0.866], [-0.985, -2.014, 1.295], [2.077, 1.068, -0.427], [0.884, 1.820, -1.281]]
}

=====

{
  "formula": "C13H50N16O12",
  "method": "ωB97M-V/def2-TZVPD",
  "smiles": "NC(N)=O.NC(N)=O.NC(N)=O.NC(N)=O.NC(N)=O.NC(N)=O.NC(N)=O.NC(N)=O.CCO.CO.CO.CO",
  "gap_ev": 7.338,
  "e_lumo_ev": -0.57,
  "homo_energy_ev": -7.9,
  "e_above_lowest_kj_mol": 1296.8,
  "symbols": ["C", "C", "O", "H", "H", "H", "H", "H", "H", "C", "O", "N", "N", "H", "H", "H", "H", "C", "O", "N", "N", "H", "H", "H", "H", "C", "O", "N", "N", "H", "H", "H", "H", "C", "O", "N", "N", "H", "H", "H", "H", "C", "O", "N", "N", "H", "H", "H", "H", "C", "O", "N", "N", "H", "H", "H", "H", "C", "O", "N", "N", "H", "H", "H", "H", "C", "O", "N", "N", "H", "H", "H", "H", "C", "O", "H", "H", "H", "H", "C", "O", "H", "H", "H", "H", "C", "O", "H", "H", "H", "H"],
  "xyz": [[-17.987, -13.090, 10.856], [-16.832, -12.910, 9.993], [-15.666, -13.631, 10.445], [-18.633, -12.138, 10.697], [-17.863, -13.150, 11.922], [-18.522, -13.930, 10.413], [-16.448, -11.939, 9.809], [-16.875, -13.268, 8.929], [-15.222, -13.062, 11.021], [-16.793, -16.986, 12.098], [-17.514, -17.868, 12.877], [-17.224, -15.760, 11.922], [-15.568, -17.074, 11.646], [-18.135, -15.504, 12.223], [-16.746, -15.015, 11.426], [-15.202, -17.973, 11.786], [-15.045, -16.226, 11.433], [-21.357, -16.860, 9.982], [-21.222, -17.410, 11.197], [-20.353, -16.158, 9.463], [-22.477, -16.770, 9.330], [-19.513, -16.349, 9.930], [-20.391, -15.829, 8.514], [-23.228, -17.182, 9.949], [-22.678, -16.200, 8.532], [-19.408, -16.074, 15.084], [-19.882, -14.788, 15.344], [-18.328, -16.625, 15.549], [-19.930, -16.973, 14.359], [-18.260, -16.263, 16.556], [-17.599, -15.843, 15.320], [-20.983, -17.240, 14.381], [-19.979, -16.576, 13.400], [-23.034, -11.164, 9.311], [-23.661, -10.075, 9.879], [-22.501, -11.272, 8.145], [-23.106, -12.408, 9.906], [-22.442, -10.428, 7.657], [-21.884, -12.064, 7.828], [-23.599, -12.355, 10.831], [-23.146, -13.362, 9.451], [-23.979, -14.971, 13.429], [-25.092, -15.523, 13.894], [-23.375, -15.434, 12.373], [-23.419, -13.870, 13.934], [-22.689, -14.809, 11.890], [-23.766, -16.271, 11.965], [-23.874, -13.427, 14.746], [-22.497, -13.516, 13.617], [-18.011, -11.786, 14.990], [-18.909, -11.565, 14.021], [-18.075, -12.789, 15.689], [-17.065, -10.981, 15.249], [-17.784, -12.572, 16.709], [-18.895, -13.512, 15.694], [-16.927, -10.114, 14.766], [-16.138, -11.348, 15.748], [-25.588, -12.324, 11.752], [-26.289, -13.545, 11.911], [-24.450, -12.074, 12.314], [-26.019, -11.298, 11.061], [-24.121, -12.843, 12.935], [-24.001, -11.148, 12.482], [-26.963, -11.325, 10.626], [-25.347, -10.617, 10.655], [-20.716, -14.020, 12.225], [-19.697, -14.990, 12.451], [-21.466, -13.998, 11.154], [-21.017, -13.114, 13.146], [-21.187, -14.654, 10.405], [-22.060, -13.195, 10.811], [-20.332, -13.040, 13.943], [-21.320, -12.189, 12.842], [-21.423, -11.411, 16.539], [-21.270, -12.808, 16.718], [-22.107, -11.287, 15.705], [-20.443, -11.051, 16.221], [-21.682, -10.914, 17.487], [-21.020, -13.033, 17.615], [-20.836, -10.218, 11.846], [-21.758, -10.551, 12.783], [-19.922, -10.855, 11.896], [-20.530, -9.216, 11.881], [-21.138, -10.565, 10.863], [-22.260, -9.777, 13.010], [-19.646, -12.942, 8.142], [-20.639, -13.394, 7.282], [-19.412, -13.786, 8.695], [-19.932, -12.087, 8.653], [-18.852, -12.671, 7.543], [-20.333, -14.118, 6.723]]
}